(1)
A cluster of 2 separate species, C4H11N3O in total, computed with ωB97M-V/def2-TZVPD.

DFT total energy = -10841.3378 eV
Orbital gap = 9.38 eV
SMILES = [H]/N=C(\C)N(C)O.C=N

Structure (XYZ):
```
19
Properties=species:S:1:pos:R:3:lowdin_charge:R:1
H -1.8518 -1.2664 1.2025 0.07
N -1.4680 -1.1006 0.2821 0.13
C -0.2414 -0.7439 0.2598 -0.48
C 0.7457 -0.7408 1.3909 -0.02
N 0.2179 -0.2217 -0.9609 -0.24
C 1.5593 -0.4940 -1.4351 -0.04
O -0.7146 -0.4129 -2.0055 -0.03
H 1.4300 -1.5856 1.2910 0.09
H 0.2112 -0.8188 2.3364 0.09
H 1.3298 0.1796 1.4062 0.08
H 2.2814 -0.0485 -0.7542 0.09
H 1.6496 -0.0471 -2.4224 0.09
H 1.7554 -1.5666 -1.5242 0.09
H -1.4933 -0.7715 -1.5230 0.07
C -0.7264 2.0764 0.5786 -0.19
N -1.9471 1.9279 0.8137 0.02
H -0.1419 1.6298 -0.3657 0.10
H -0.1334 2.5377 1.3696 0.05
H -2.4624 1.4671 0.0604 0.03
```

---

(2)
A structure of composition C15H24Br2O13S2, computed with ωB97M-V/def2-TZVPD.

DFT total energy = -204314.3728 eV
Orbital gap = 9.93 eV

Structure (XYZ):
```
56
Properties=species:S:1:pos:R:3:lowdin_charge:R:1
C -0.4138 1.4025 -0.3516 -0.10
C -1.8445 1.6751 -0.8955 -0.22
C -2.2618 0.7184 -2.0503 -0.07
C -2.9726 -0.6065 -1.6147 -0.34
C -3.5379 -0.7384 -0.1618 -0.52
Br -5.1662 -1.8934 -0.1906 0.76
C -2.5121 -1.4185 0.8619 -0.71
C -2.9292 -0.9271 2.2952 -0.15
Br -2.6342 -3.3802 0.9064 0.75
O -4.2045 -0.5644 -2.4410 -0.04
C -3.8688 -1.0076 -3.6886 -0.55
O -4.3999 -0.7809 -4.6921 0.21
O -2.7171 -1.7992 -3.6647 0.09
C -2.4044 -1.8875 -2.2720 -0.27
C -0.9762 -2.3488 -1.9089 -0.01
C -0.8480 -3.8853 -1.9465 -0.54
O 0.0642 -4.4628 -1.4653 0.11
O -1.8050 -4.6199 -2.6014 0.08
H 0.3290 1.4316 -1.1665 0.09
H -0.3781 0.4594 0.2136 0.04
H -0.1615 2.2333 0.3345 0.07
H -2.5414 1.7187 -0.0408 0.10
H -1.8329 2.7001 -1.3211 0.11
H -1.3487 0.5433 -2.6567 0.13
H -2.9419 1.2823 -2.7138 0.13
H -3.8858 0.1990 0.2870 0.09
H -1.4847 -1.0606 0.7012 0.06
H -3.9934 -1.1891 2.4155 0.06
H -2.3165 -1.4886 3.0218 0.07
H -2.7581 0.1614 2.3521 0.09
H -3.0837 -2.6956 -1.9369 0.11
H -0.6371 -2.0476 -0.9097 0.10
H -0.2610 -1.9871 -2.6771 0.15
H -1.9949 -5.4140 -2.0795 0.13
C 3.8523 -2.3157 1.1582 -0.16
C 2.7447 -2.4281 0.1295 -0.17
O 1.6063 -1.8355 0.7590 -0.20
S 2.0950 -0.6457 1.7415 0.62
O 1.9648 0.5888 1.0595 -0.26
O 1.5307 -0.8688 3.0255 -0.21
O 3.6560 -1.0413 1.7821 -0.18
H 3.7604 -3.0883 1.9250 0.13
H 4.8412 -2.3685 0.7080 0.14
H 2.5351 -3.4585 -0.1494 0.13
H 2.9766 -1.8490 -0.7682 0.14
C 4.6375 4.9270 2.7192 -0.17
C 4.3544 5.5452 1.3645 -0.17
O 3.7527 4.4954 0.6033 -0.19
S 2.8974 3.5442 1.5892 0.64
O 1.5357 3.9448 1.5310 -0.21
O 3.3011 2.2028 1.3854 -0.23
O 3.5180 4.0772 2.9804 -0.18
H 5.5377 4.3083 2.6932 0.13
H 4.7360 5.6757 3.5025 0.13
H 5.2556 5.9054 0.8736 0.13
H 3.6333 6.3625 1.4452 0.13
```

---

(3)
A cluster of 2 separate species, C4H12N2O2 in total, computed with ωB97M-V/def2-TZVPD.

DFT total energy = -11416.5287 eV
Orbital gap = 8.88 eV
SMILES = C[C@H](N)CC(N)=O.O

Structure (XYZ):
```
20
Properties=species:S:1:pos:R:3:lowdin_charge:R:1
C -0.9055 2.0200 -0.6222 -0.05
C -1.2858 0.5412 -0.3723 -0.41
N -2.5563 0.5136 0.3869 -0.03
C -0.1432 -0.3092 0.2338 -0.08
C 0.2683 -1.3181 -0.7543 -0.53
N 1.3259 -2.0929 -0.4823 0.19
O -0.1131 -1.2608 -1.9131 0.03
H -1.2866 2.4193 -1.4947 0.05
H 0.1733 2.1523 -0.5982 0.08
H -1.2066 2.5703 0.1831 0.03
H -1.5931 0.1094 -1.4975 0.18
H -3.3026 -0.1572 -0.0044 0.11
H -2.7344 1.3190 1.0503 0.09
H 0.5801 0.3055 0.6905 0.10
H -0.6139 -0.8065 0.9907 0.09
H 1.7560 -2.6438 -1.2302 0.13
H 1.4646 -2.4187 0.3526 0.02
O 2.9934 -0.2520 1.7579 -0.07
H 3.7652 0.0226 2.2989 0.05
H 3.4145 -0.7141 1.0244 0.02
```

---

(4)
A cluster of 2 separate species, C14H18IN4O2 in total, computed with ωB97M-V/def2-TZVPD.

DFT total energy = -32955.5121 eV
Charge = +1
Orbital gap = 7.99 eV

Structure (XYZ):
```
39
Properties=species:S:1:pos:R:3:lowdin_charge:R:1
C 1.4596 0.2169 -0.2474 0.00
C 2.0833 0.8274 -1.2865 -0.14
C 1.4603 1.8024 -2.2790 -0.10
C 0.2185 2.4348 -1.8062 -0.27
N -0.8015 1.7631 -1.3118 0.17
C -1.7897 2.6343 -1.0233 -0.32
N -2.9838 2.3317 -0.5393 0.07
C -3.5881 1.0503 -0.1403 -0.71
I -2.6348 -0.7914 -0.5758 1.00
C -5.0218 1.0754 -0.7553 -0.31
C -5.7785 -0.2543 -0.7751 -0.17
N -1.3277 3.8684 -1.3282 0.14
N -0.0731 3.7490 -1.8152 0.14
H 0.5712 -0.3977 -0.3400 0.02
H 1.8031 0.3737 0.7697 0.06
H 3.1372 0.6239 -1.4592 0.10
H 1.1744 1.2458 -3.1854 0.14
H 2.2256 2.5038 -2.5986 0.12
H -3.5835 3.1262 -0.3728 0.16
H -3.7471 1.0962 0.9338 0.09
H -4.9151 1.4263 -1.7836 0.11
H -5.6468 1.8055 -0.2363 0.11
H -5.6762 -0.7984 0.1604 0.07
H -5.5458 -0.8668 -1.6375 0.05
H -6.8380 -0.0126 -0.8782 0.08
H -1.7884 4.7577 -1.2175 0.19
H 0.5089 4.5081 -2.1286 0.19
C 4.3451 -3.9015 3.5715 0.03
C 3.2962 -3.0831 3.5823 0.02
C 2.7950 -2.4592 2.3344 -0.38
O 1.8388 -1.7104 2.3437 0.08
C 3.5047 -2.7821 1.0725 0.02
C 4.5535 -3.6000 1.0596 0.03
C 5.0570 -4.2259 2.3094 -0.38
O 6.0098 -4.9712 2.2976 0.12
H 4.7273 -4.3668 4.4710 0.13
H 2.7636 -2.8350 4.4914 0.12
H 3.1211 -2.3161 0.1732 0.11
H 5.0857 -3.8481 0.1501 0.12
```

---

(5)
A structure of composition C27H23BrCl2F4N3OV, computed with ωB97M-V/def2-TZVPD.

DFT total energy = -166536.2219 eV
Orbital gap (alpha / beta) = 7.26 / 7.46 eV
Multiplicity = 3

Structure (XYZ):
```
62
Properties=species:S:1:pos:R:3:lowdin_charge:R:1
V -0.1940 0.0653 -0.5543 1.00
C 3.4031 2.7963 0.2452 -0.07
C 2.4010 1.8941 -0.4741 -0.20
N 2.0841 0.5772 0.1275 -0.21
C 3.0151 -0.4994 -0.2709 -0.23
C 4.4819 -0.3622 0.1233 -0.07
C 1.9061 0.6209 1.5799 -0.19
C 0.7128 1.4794 1.9717 -0.20
N -0.3153 1.3725 0.9553 -0.11
C -1.0480 2.5067 0.7002 -0.20
C -1.2917 2.8616 -0.6257 -0.14
F -0.6781 2.0906 -1.5798 0.04
C -2.0497 3.9429 -1.0029 -0.21
F -2.2238 4.2045 -2.3024 0.11
C -2.6063 4.7682 -0.0408 0.07
C -2.3635 4.4570 1.2815 -0.21
F -2.8899 5.2241 2.2463 0.10
C -1.6103 3.3587 1.6551 -0.14
F -1.4601 3.0765 2.9620 0.10
H 3.5442 3.6978 -0.3523 0.08
H 3.0349 3.1165 1.2206 0.07
H 4.3766 2.3359 0.3861 0.06
H 1.4638 2.4494 -0.5585 0.10
H 2.7384 1.6950 -1.4937 0.13
H 2.6231 -1.4192 0.1655 0.11
H 2.9306 -0.6129 -1.3520 0.12
H 4.6081 -0.1511 1.1864 0.07
H 4.9911 -1.3034 -0.0884 0.08
H 4.9902 0.4130 -0.4467 0.07
H 1.7563 -0.4096 1.9100 0.11
H 2.7967 0.9910 2.0989 0.12
H 0.3743 1.1718 2.9687 0.12
H 1.0314 2.5244 2.0674 0.12
H -3.2113 5.6197 -0.3133 0.14
Cl 1.5930 -3.0961 -3.9382 0.72
C 1.1052 -3.4328 -2.3160 -0.58
C 1.1546 -4.7631 -1.8528 -0.11
C 0.7741 -5.0823 -0.5833 -0.61
Cl 0.8424 -6.7327 -0.0479 0.70
C 0.3167 -4.0758 0.3034 -0.16
C -0.1251 -4.2844 1.6270 0.00
C -0.5573 -3.2238 2.3756 -0.02
C -0.5470 -1.9374 1.8140 -0.09
N -0.1317 -1.7140 0.5888 0.05
C 0.2895 -2.7567 -0.1801 -0.14
C 0.6809 -2.3986 -1.5092 -0.38
O 0.5821 -1.1369 -1.8866 -0.20
H 1.4966 -5.5367 -2.5260 0.11
H -0.1231 -5.2863 2.0342 0.10
H -0.9096 -3.3587 3.3880 0.11
H -0.8842 -1.0706 2.3713 0.12
Br -6.7755 -0.8158 -1.9271 0.71
C -4.9387 -0.5656 -1.5131 -0.70
C -4.5653 -0.3148 -0.2045 -0.14
C -3.2176 -0.1405 0.0847 -0.12
C -2.2272 -0.2034 -0.8986 -0.22
C -2.6576 -0.4539 -2.2062 -0.11
C -3.9976 -0.6370 -2.5246 -0.14
H -5.3163 -0.2550 0.5721 0.10
H -2.9425 0.0741 1.1149 0.09
H -1.9330 -0.5204 -3.0137 0.10
H -4.3077 -0.8340 -3.5421 0.10
```

---

(6)
An isolated molecule of C4H7BrO, computed with ωB97M-V/def2-TZVPD.

DFT total energy = -76348.4357 eV
Orbital gap = 10.24 eV
SMILES = CC[C@]1(Br)CO1

Structure (XYZ):
```
13
Properties=species:S:1:pos:R:3:lowdin_charge:R:1
C -0.1790 1.0404 0.7618 -0.14
C 0.7770 0.5807 -0.3967 -0.26
C -0.0410 -0.1518 -1.4962 -0.77
Br -1.3627 0.9292 -2.3662 0.73
C -0.4917 -1.8448 -1.3139 -0.08
O 0.4343 -1.2723 -2.2441 -0.17
H -0.6970 0.2226 1.3274 0.09
H -1.0212 1.7034 0.3656 0.06
H 0.4034 1.6773 1.3994 0.05
H 1.2886 -0.3205 0.0878 0.12
H 1.6316 1.3941 -0.7843 0.17
H -0.1172 -2.6094 -0.5951 0.09
H -1.4354 -2.2463 -1.8560 0.11
```

---

(7)
An isolated molecule of C2H5NOS2, computed with ωB97M-V/def2-TZVPD.

DFT total energy = -27361.4217 eV
Orbital gap = 9.40 eV
SMILES = ONC(=S)CS

Structure (XYZ):
```
11
Properties=species:S:1:pos:R:3:lowdin_charge:R:1
O 1.7621 1.8035 -0.0487 -0.02
N 0.5953 1.0538 -0.0729 -0.08
C 0.5853 -0.2619 -0.0682 -0.90
S 1.9443 -1.1692 -0.0372 0.68
C -0.7809 -0.9417 -0.1720 -0.55
S -2.2702 0.0868 -0.1055 0.74
H 2.4912 1.1680 -0.1188 0.03
H -0.2520 1.6276 -0.0384 0.12
H -0.7949 -1.6480 0.6619 0.08
H -0.7098 -1.3580 -1.1215 0.04
H -2.5704 -0.3609 1.1213 -0.13
```

---

(8)
A structure of composition C22H28I2NOS9Sb2Sc, computed with ωB97M-V/def2-TZVPD.

DFT total energy = -174309.4850 eV
Charge = -2
Orbital gap = 5.58 eV

Structure (XYZ):
```
66
Properties=species:S:1:pos:R:3:lowdin_charge:R:1
Sc -1.7859 0.1533 -0.5244 0.12
S -1.1981 -4.0129 1.1237 -0.16
Sb -2.8795 -2.7886 0.1757 -0.13
S -3.0893 -0.7038 1.3700 -0.06
S -2.1089 -1.8489 -1.9026 -0.01
S -4.8858 -3.8329 -0.0551 -0.25
I -0.8086 4.8703 1.2393 0.90
C 0.2632 3.8166 -0.1930 -0.65
C 1.2366 4.4832 -0.9517 -0.23
C 1.9248 3.8373 -1.9406 -0.67
I 3.3589 4.9051 -3.0231 0.85
C 1.6597 2.4747 -2.2250 -0.21
C 2.2581 1.7171 -3.2598 -0.04
C 1.8689 0.4254 -3.4732 -0.03
C 0.8752 -0.1419 -2.6549 -0.14
N 0.3334 0.5207 -1.6595 0.01
C 0.7111 1.8038 -1.4349 -0.22
C -0.0274 2.4799 -0.3914 -0.53
O -0.9161 1.8165 0.2614 -0.28
H 1.4290 5.5276 -0.7462 0.07
H 3.0080 2.1761 -3.8887 0.05
H 2.2990 -0.1624 -4.2705 0.10
H 0.5028 -1.1478 -2.8226 0.08
C -0.3852 -1.8908 4.0065 -0.18
C 0.8888 -2.1153 3.1960 -0.59
C 2.1108 -1.9715 4.0854 -0.16
Sb 0.7971 -0.9323 1.3808 1.52
C 2.3584 -1.8305 0.1552 -0.57
C 1.7346 -2.9068 -0.7300 -0.19
C 3.5957 -2.3915 0.8367 -0.16
C 1.8318 0.8943 1.9898 -0.55
C 3.3044 0.8633 2.3615 -0.15
C 1.0233 1.5562 3.0980 -0.16
H -0.4215 -2.5814 4.8530 0.07
H -1.2749 -2.0557 3.4016 0.01
H -0.4279 -0.8748 4.4095 0.06
H 0.8343 -3.1297 2.7839 0.03
H 2.0835 -1.0243 4.6303 0.06
H 3.0532 -2.0161 3.5447 0.04
H 2.1177 -2.7672 4.8355 0.07
H 2.6540 -0.9847 -0.4830 0.07
H 1.4621 -3.7833 -0.1410 0.04
H 2.4420 -3.2239 -1.5018 0.07
H 0.8065 -2.5843 -1.2089 0.01
H 3.3336 -3.2674 1.4299 0.07
H 4.0972 -1.6816 1.4968 0.04
H 4.3211 -2.7214 0.0876 0.07
H 1.7452 1.5066 1.0861 0.06
H 3.4865 0.2773 3.2629 0.05
H 3.6560 1.8807 2.5606 0.07
H 3.9273 0.4575 1.5640 0.05
H 1.1387 1.0046 4.0336 0.06
H -0.0387 1.6064 2.8601 0.06
H 1.3729 2.5774 3.2776 0.07
C -5.9760 -0.6325 -1.1136 -0.43
S -4.9350 0.8364 -1.1785 0.78
C -4.8302 1.0997 -2.9029 -0.99
C -3.6807 1.5753 -3.4445 -1.15
S -2.2167 1.9567 -2.6098 0.57
S -3.7650 1.8945 -5.1597 0.90
C -5.3990 1.4330 -5.4200 -1.53
S -6.1515 1.4800 -6.9041 0.41
S -6.1781 0.9010 -3.9845 0.91
H -6.0205 -0.9242 -0.0663 0.01
H -5.5249 -1.4589 -1.6590 0.00
H -6.9802 -0.4197 -1.4726 0.02
```